[1]
Density functional theory data (wB97M-V/def2-TZVPD) for the molecule C5H8O2.

Structure (XYZ):
```
15
Properties=species:S:1:pos:R:3:lowdin_charge:R:1
C -1.2222 1.0388 0.1598 -0.16
C -1.7089 -0.2021 0.1234 -0.16
C 0.2440 1.3747 0.2778 -0.10
C -0.7588 -1.3574 -0.2705 -0.01
C 1.0358 0.0834 0.0090 -0.43
O 1.6377 -0.0520 -1.1871 0.05
O 1.6915 -0.4202 1.0894 0.05
H -2.0129 1.8921 0.2654 0.13
H -2.8444 -0.2604 0.0755 0.10
H 0.4339 2.0662 -0.5020 0.11
H 0.2839 1.5867 1.3675 0.14
H -0.6280 -2.0932 0.3790 -0.02
H -0.7008 -1.7649 -1.2417 0.04
H 2.3911 -0.7025 -1.2055 0.14
H 2.1583 -1.1892 0.6600 0.13
```

Values from the calculation:
E ... -345.6458 Eh
Energy relative to the best compared isomer or geometry (same formula, charge and spin) ... 418.0 kJ/mol



[2]
Density functional theory data (wB97M-V/def2-TZVPD) for a structure of composition C34H28Cl56FN2O5P.

Structure (XYZ):
```
127
Properties=species:S:1:pos:R:3:lowdin_charge:R:1
C 5.6771 3.7819 -1.2141 -0.18
C 4.6720 2.9855 -2.1257 -0.45
P 2.8919 3.0923 -1.4448 1.01
C 2.9477 3.7208 0.3527 -0.32
C 2.0925 1.4016 -1.3835 -0.25
C 0.8334 1.2358 -2.2373 -0.14
C 0.2298 2.4070 -3.1092 -0.20
O -1.1906 2.2353 -3.1449 -0.17
C -1.8250 2.7065 -1.9593 -0.24
O -3.1809 2.3004 -2.0224 -0.12
C -3.4357 1.1408 -1.2279 -0.16
C -4.9221 1.3049 -0.6239 -0.22
O -5.5923 2.3846 -1.3126 -0.09
C 0.1301 -0.0191 -2.2541 0.04
C 0.5710 -1.2113 -1.4417 -0.17
N -0.2024 -2.3618 -1.5554 0.05
C 0.3183 -3.3139 -0.7389 -0.03
C 1.5079 -3.1834 0.1387 -0.16
C 1.9723 -4.3634 1.0701 -0.15
O 1.0324 -5.4409 1.0093 -0.18
C 1.0190 -6.2326 2.1732 -0.64
C 0.7816 -5.6816 3.6195 0.00
O 1.1691 -7.4170 2.0164 0.04
N 2.2554 -2.0591 0.1906 0.16
C 1.7736 -1.0449 -0.6197 -0.13
C 2.5270 0.2605 -0.5947 -0.11
C 3.7875 0.3681 0.3409 -0.11
C 5.1580 0.2205 -0.4540 -0.18
F 4.9813 -0.3722 -1.7236 -0.10
H 6.6784 3.9548 -1.7044 0.04
H 5.2721 4.8154 -0.9943 0.06
H 5.8532 3.3060 -0.2119 0.06
H 4.6270 3.5405 -3.1020 -0.01
H 4.9824 1.9408 -2.3776 0.04
H 2.1694 3.0969 0.8906 0.05
H 2.6496 4.7951 0.4329 -0.06
H 3.9215 3.4799 0.8501 0.00
H 0.5038 3.4219 -2.7224 0.08
H 0.6405 2.2878 -4.1443 0.10
H -1.3041 2.4170 -1.0059 0.14
H -1.8344 3.8404 -2.0020 0.15
H -2.7448 1.0225 -0.3523 0.12
H -3.4264 0.1812 -1.8169 0.11
H -5.5161 0.3570 -0.7000 0.08
H -4.8807 1.6017 0.4596 0.09
H -5.7838 3.0643 -0.6451 0.09
H -0.7816 -0.1258 -2.8947 0.07
H -0.2222 -4.2982 -0.7150 0.11
H 2.0871 -3.9047 2.0914 0.13
H 3.0265 -4.6530 0.7440 0.08
H -0.2098 -5.1533 3.6984 0.08
H 0.7394 -6.5545 4.3275 0.10
H 1.6344 -5.0244 3.9454 0.09
H 3.8015 -0.4546 1.1106 0.10
H 3.7787 1.3221 0.9430 0.09
H 5.6772 1.2173 -0.5344 0.08
H 5.8731 -0.4350 0.1256 0.11
C -7.4952 0.0930 2.3148 -2.03
Cl -8.4527 -0.9039 3.4248 0.52
Cl -7.1193 1.6431 3.0886 0.50
Cl -5.9871 -0.7482 1.9149 0.54
Cl -8.4199 0.3826 0.8314 0.54
C -2.9926 -6.5003 1.8097 -1.98
Cl -3.9127 -4.9858 1.7293 0.52
Cl -2.9134 -7.0548 3.4931 0.53
Cl -3.7940 -7.7319 0.8186 0.53
Cl -1.3494 -6.2267 1.2030 0.72
C -3.3300 -2.0295 -4.7687 -2.02
Cl -4.8439 -2.6350 -4.0685 0.51
Cl -1.9888 -2.3649 -3.6626 0.58
Cl -3.0379 -2.8293 -6.3259 0.52
Cl -3.4516 -0.2778 -5.0071 0.50
C -5.0720 2.9451 -6.8667 -2.02
Cl -5.7293 1.3026 -6.9934 0.51
Cl -6.3962 4.0899 -6.5858 0.52
Cl -3.9268 3.0248 -5.5136 0.51
Cl -4.2367 3.3655 -8.3736 0.51
C 4.8506 -8.0044 2.4062 -1.97
Cl 3.8759 -9.3253 1.7432 0.50
Cl 6.5663 -8.3148 2.0818 0.53
Cl 4.3676 -6.4766 1.6420 0.55
Cl 4.5916 -7.8966 4.1573 0.54
C -8.9939 4.5889 5.7896 -2.02
Cl -9.6124 2.9294 5.6619 0.48
Cl -10.3476 5.7055 6.0344 0.53
Cl -7.8770 4.7058 7.1600 0.51
Cl -8.1397 5.0128 4.2951 0.51
C -7.5885 1.1125 9.6073 -2.02
Cl -8.5527 0.1059 10.7008 0.50
Cl -7.2101 2.6525 10.4030 0.51
Cl -6.0814 0.2711 9.2014 0.52
Cl -8.5082 1.4257 8.1254 0.48
C 0.6727 4.2091 -7.3942 -2.02
Cl -0.8502 3.6066 -6.7207 0.51
Cl 1.9908 3.8912 -6.2524 0.50
Cl 1.0096 3.3842 -8.9275 0.52
Cl 0.5452 5.9547 -7.6777 0.53
C 2.6703 -11.3436 -2.0856 -2.02
Cl 4.0281 -12.4290 -2.4359 0.52
Cl 1.2201 -12.3039 -1.7403 0.52
Cl 3.0646 -10.3390 -0.6778 0.47
Cl 2.3692 -10.3023 -3.4884 0.52
C 6.0344 3.3189 -6.2890 -2.00
Cl 5.0615 2.3572 -5.1629 0.57
Cl 6.4138 4.8840 -5.5417 0.49
Cl 7.5379 2.4564 -6.6572 0.54
Cl 5.1232 3.5853 -7.7832 0.52
C 9.2530 6.5704 -2.0766 -2.02
Cl 8.3254 5.8960 -3.4298 0.48
Cl 10.9625 6.6826 -2.5293 0.53
Cl 8.6371 8.1870 -1.6857 0.51
Cl 9.0842 5.5166 -0.6607 0.53
C -12.1195 1.0788 12.7980 -2.04
Cl -12.2937 -0.2939 11.6889 0.51
Cl -11.8147 0.4782 14.4378 0.52
Cl -10.7603 2.0884 12.2766 0.49
Cl -13.6092 2.0395 12.7877 0.52
C 4.3906 7.2741 1.6934 -2.01
Cl 4.8219 5.7628 2.5137 0.54
Cl 5.5731 7.6100 0.4157 0.51
Cl 2.7730 7.1235 0.9774 0.55
Cl 4.3941 8.6021 2.8663 0.53
C 6.6825 -4.9002 -1.6256 -2.02
Cl 5.7147 -5.5795 -2.9459 0.53
Cl 8.3763 -4.7747 -2.1380 0.52
Cl 6.0678 -3.2881 -1.2142 0.54
Cl 6.5670 -5.9584 -0.2065 0.47
```

Values from the calculation:
E ... -28009.6835 Eh



[3]
Density functional theory data (wB97M-V/def2-TZVPD) for a cluster of 2 separate species, CH2ClF in total.

Structure (XYZ):
```
5
Properties=species:S:1:pos:R:3:lowdin_charge:R:1
C 0.3673 -0.7868 0.1140 -0.80
F 1.1245 -0.9304 1.1805 -0.06
Cl 0.6986 -1.8421 -1.1656 0.61
H 0.4482 0.7934 -0.7045 0.19
H -0.6249 -0.9159 0.5982 0.07
```

Values from the calculation:
E ... -599.2404 Eh
Energy relative to the best compared isomer or geometry (same formula, charge and spin) ... 283.2 kJ/mol



Result set for LUMO: 0.32, -0.80, 0.13 eV, one per record in the order listed.